Computed, not measured: C5H7ClO as an isolated structure at a distorted geometry, with ωB97M-V with the def2-TZVPD basis set.

Geometry as XYZ:
```
14
Properties=species:S:1:pos:R:3:nbo_charge:R:1
C 1.00473 -0.49925 0.59834 -0.44
H 0.39859 0.36753 -1.58105 0.21
H 0.29664 1.41222 1.64180 0.23
H 0.97048 1.68644 -0.00972 0.20
H 1.65069 -1.18312 1.55313 0.22
Cl -1.63944 -0.77782 -2.25189 0.03
C -0.88317 0.63416 0.00207 0.08
C -0.33502 -1.11036 0.13054 0.11
O -1.38697 -0.45585 0.74787 -0.49
C -0.41752 -0.19347 -1.26452 -0.31
H -1.50751 1.53564 -0.06248 0.19
H -0.45715 -2.05563 0.06371 0.18
C 0.46383 0.93666 0.67683 -0.44
H 1.84182 -0.29716 -0.24463 0.22
```

Output
Strongest force on any atom   6.62 eV/Å
HOMO   -9.4 eV
Orbital gap   10.290 eV